Entry 1:
The following is a quantum chemistry calculation of C4H12O as an isolated structure, from the OMol25 dataset.

Last column: natural (NBO) charge in e.
Atoms and positions in Å:
C: 0.110 0.316 -1.706  -0.81
C: 0.146 1.764 -2.192  -0.61
O: 0.432 0.190 0.815  -0.80
H: -0.222 0.255 -0.344  0.44
H: 0.884 -0.300 -2.179  0.24
H: -0.832 -0.185 -1.957  0.24
H: 1.098 2.238 -1.943  0.21
H: 0.014 1.835 -3.275  0.21
H: -0.642 2.356 -1.723  0.21
C: 0.400 -1.064 1.483  -0.06
C: -0.734 -1.110 2.496  -0.62
H: -0.741 -2.064 3.032  0.21
H: -1.699 -0.989 1.998  0.20
H: -0.624 -0.304 3.222  0.21
H: 0.284 -1.889 0.759  0.14
H: 1.360 -1.217 1.989  0.17
H: 0.766 0.170 -0.474  0.44

The calculation puts the HOMO-LUMO gap at 10.0 eV. Its relative energy (zero: lowest compared OMol25 entry of this formula, charge and spin) is 357.8 kJ/mol. The spin multiplicity is 1. Its net charge is 0.

---

Entry 2:
The following is a quantum chemistry calculation of a 2-piece molecular cluster, C4H12O overall, from the OMol25 dataset.

Last column: natural (NBO) charge in e.
Atoms and positions in Å:
C: 0.444 -0.892 -0.251  -0.61
C: -0.321 0.434 -0.415  -0.22
C: -1.338 0.294 -1.558  -0.60
C: 0.612 1.638 -0.671  -0.60
H: 0.010 -1.510 0.543  0.20
H: 1.489 -0.709 0.006  0.20
H: 0.466 -1.444 -1.195  0.21
H: -0.878 0.636 0.497  0.19
H: -2.035 1.134 -1.578  0.21
H: -0.779 0.258 -2.486  0.20
H: -1.894 -0.639 -1.445  0.21
H: 1.528 1.525 -0.094  0.20
H: 0.127 2.556 -0.356  0.21
H: 0.880 1.691 -1.727  0.20
O: 0.783 -1.762 3.886  -0.94
H: -0.154 -1.548 3.881  0.47
H: 1.059 -1.659 2.963  0.47

The calculation puts the HOMO-LUMO gap at 12.3 eV. Its relative energy (zero: lowest compared OMol25 entry of this formula, charge and spin) is 6.5 kJ/mol. The spin multiplicity is 1. Its net charge is 0.

---

Entry 3:
The following is a quantum chemistry calculation of a 2-piece molecular cluster, C4H12O overall in a non-equilibrium geometry, from the OMol25 dataset.

Last column: natural (NBO) charge in e.
Atoms and positions in Å:
C: -1.888 0.260 -1.259  -0.64
C: -0.654 -0.637 -1.243  -0.06
O: -0.780 -1.683 -0.270  -0.73
H: -2.012 0.770 -0.300  0.20
H: -1.789 0.945 -2.063  0.22
H: -2.758 -0.374 -1.393  0.21
H: 0.259 -0.079 -1.052  0.17
H: -0.570 -1.134 -2.210  0.17
H: -1.464 -1.429 0.364  0.46
C: 1.652 0.582 1.988  -0.61
C: 1.656 1.296 0.636  -0.61
H: 0.889 -0.203 2.023  0.21
H: 1.404 1.274 2.795  0.20
H: 2.579 0.106 2.309  0.20
H: 0.613 1.484 0.390  0.20
H: 2.023 2.310 0.759  0.20
H: 2.219 0.750 -0.114  0.21

The calculation puts the HOMO-LUMO gap at 11.3 eV. Its relative energy (zero: lowest compared OMol25 entry of this formula, charge and spin) is 57.6 kJ/mol. The spin multiplicity is 1. Its net charge is 0.

---

Entry 4:
The following is a quantum chemistry calculation of a 2-piece molecular cluster, C4H12O overall in a non-equilibrium geometry, from the OMol25 dataset.

Last column: Löwdin spin population.
Atoms and positions in Å:
C: -0.881 -0.650 1.733  0.11
C: -1.744 0.609 1.630  0.06
O: 0.491 -0.259 1.820  0.70
H: -1.003 -1.182 2.671  0.01
H: -0.977 -1.319 0.861  0.07
H: -2.470 0.531 0.824  0.00
H: 0.593 0.486 1.172  0.00
H: -1.140 1.503 1.443  0.00
H: -2.197 0.838 2.594  0.01
C: 1.120 0.129 -1.102  0.02
C: 1.206 -0.276 -2.583  0.01
H: 1.917 0.818 -0.793  0.00
H: 0.163 0.588 -0.849  0.00
H: 1.243 -0.785 -0.495  0.01
H: 0.233 -0.213 -3.070  0.00
H: 1.617 -1.262 -2.737  0.00
H: 1.829 0.445 -3.120  0.00

The calculation puts the HOMO-LUMO gap (spin up / spin down) at 12.5 / 5.6 eV. Its relative energy (zero: lowest compared OMol25 entry of this formula, charge and spin) is 25.0 kJ/mol. The spin multiplicity is 2. Its expectation value of S² is 0.754. Its net charge is +1.

---

What is the relative energy (zero: lowest compared OMol25 entry of this formula, charge and spin) in the fourth record?
25.0 kJ/mol

---

What is the net charge in the second record?
0

---

Which of these has the lowest relative energy (zero: lowest compared OMol25 entry of this formula, charge and spin)?
number 2

---

Look up the relative energy (zero: lowest compared OMol25 entry of this formula, charge and spin) of the second one.
6.5 kJ/mol